62
Properties=species:S:1:pos:R:3:mulliken_spin:R:1 method="wB97M-V/def2-TZVPD" relative_energy_kcal_mol=22.92 homo_ev="-1.883 / -3.248" spin_multiplicity=3 gap_ev="4.32 / 5.67" total_charge=-1
Ti 0.80 0.81 0.83 1.28
N 3.08 1.48 4.59 0.01
C 2.51 1.47 3.32 0.02
S 0.80 1.87 3.21 -0.01
N 3.31 1.22 2.35 -0.01
N 2.72 1.15 1.08 0.02
C 3.57 1.40 0.08 0.40
C 3.23 1.32 -1.32 -0.06
C 4.13 1.81 -2.28 0.09
C 3.86 1.79 -3.64 -0.08
C 2.64 1.27 -4.08 0.15
C 1.75 0.74 -3.16 -0.08
C 2.01 0.74 -1.79 0.13
O 1.17 0.16 -0.94 0.03
H 2.41 1.25 5.31 0.00
H 3.91 0.91 4.63 0.00
H 4.58 1.70 0.35 0.04
H 5.07 2.23 -1.93 0.00
H 4.58 2.19 -4.35 0.00
H 2.41 1.25 -5.14 0.02
H 0.81 0.31 -3.49 -0.01
C -3.40 -2.42 -1.04 0.00
C -2.06 -2.01 -1.61 0.00
N -1.43 -1.12 -0.66 0.00
C -2.09 -0.15 0.03 -0.01
N -1.41 0.71 0.74 -0.03
C -2.20 1.60 1.58 0.01
C -3.43 2.11 0.83 0.00
C -4.28 0.91 0.50 0.00
N -3.47 -0.19 -0.02 0.00
C -4.21 -1.17 -0.80 0.00
H -3.23 -2.95 -0.10 0.00
H -3.93 -3.09 -1.72 0.00
H -2.20 -1.54 -2.59 0.00
H -1.41 -2.87 -1.74 0.00
H -0.45 -0.92 -0.82 0.02
H -1.57 2.42 1.89 0.00
H -2.51 1.07 2.48 0.00
H -3.10 2.61 -0.08 0.00
H -4.00 2.81 1.43 0.00
H -5.03 1.16 -0.26 0.00
H -4.82 0.57 1.39 0.00
H -4.51 -0.73 -1.76 0.00
H -5.13 -1.40 -0.25 0.00
C 1.00 5.24 0.65 0.00
C 0.78 3.84 0.33 0.11
N 0.60 2.73 0.15 -0.05
H 0.23 5.59 1.34 0.01
H 0.98 5.84 -0.25 0.01
H 1.97 5.34 1.13 0.00
Te 0.59 -1.42 2.45 -0.02
C 0.51 -3.17 1.25 0.01
C -0.10 -4.35 1.70 0.00
C -0.19 -5.48 0.89 0.00
C 0.32 -5.47 -0.40 0.00
C 0.93 -4.31 -0.87 0.00
C 1.03 -3.18 -0.06 0.01
H -0.52 -4.37 2.70 0.00
H -0.68 -6.38 1.27 0.00
H 0.25 -6.35 -1.03 0.00
H 1.34 -4.28 -1.88 0.00
H 1.50 -2.28 -0.44 0.01

---

65
Properties=species:S:1:pos:R:3:mulliken_charge:R:1 method="wB97M-V/def2-TZVPD" homo_ev=-3.131 gap_ev=2.69 total_charge=-1
C -2.06 -3.57 1.75 -1.26
C -1.41 -2.25 1.34 -0.08
C -0.85 -2.29 -0.09 -0.55
C 0.46 -3.05 -0.14 0.03
O 0.94 -3.24 -1.48 -0.73
Nb 2.40 -4.56 -1.54 -0.52
C 0.85 -6.33 -1.52 -0.66
O 0.41 -6.79 -0.21 -0.17
N 0.14 -8.14 -0.22 0.13
O 0.34 -8.64 0.83 -0.37
P 4.22 -6.32 -1.54 0.43
O 4.86 -6.83 -2.97 -0.53
O 5.61 -6.01 -0.67 -0.52
H -2.40 -3.54 2.78 0.38
H -2.92 -3.78 1.11 0.32
H -1.37 -4.40 1.65 0.29
H -0.59 -2.01 2.02 0.30
H -2.15 -1.45 1.43 0.08
H -0.72 -1.26 -0.44 0.22
H -1.59 -2.78 -0.72 0.26
H 1.23 -2.54 0.45 0.27
H 0.28 -4.04 0.29 0.19
H 2.65 -4.73 0.30 0.03
H 3.68 -3.29 -1.38 0.04
H 2.49 -4.68 -3.39 0.08
H 1.38 -7.17 -1.98 0.39
H -0.01 -6.11 -2.16 0.33
H 4.89 -7.79 -2.97 0.32
H 5.35 -6.10 0.26 0.30
C -3.30 2.12 0.63 -0.34
C -4.09 3.09 1.08 -0.43
C -3.77 3.82 2.33 0.51
O -4.50 4.70 2.74 -0.63
C -2.55 3.42 3.07 -0.32
C -1.76 2.45 2.63 -0.40
C -2.07 1.72 1.37 0.29
O -1.35 0.83 0.97 -0.45
H -3.50 1.57 -0.28 0.43
H -4.99 3.40 0.56 0.41
H -2.35 3.97 3.98 0.44
H -0.86 2.14 3.15 0.46
C 3.47 -1.41 -5.89 -0.32
C 3.12 -0.54 -6.83 -0.35
C 2.74 0.85 -6.49 0.40
O 2.42 1.65 -7.35 -0.58
C 2.77 1.24 -5.05 -0.30
C 3.12 0.38 -4.11 -0.35
C 3.51 -1.02 -4.45 0.28
O 3.83 -1.81 -3.59 -0.42
H 3.74 -2.44 -6.10 0.45
H 3.08 -0.80 -7.88 0.38
H 2.49 2.27 -4.84 0.39
H 3.15 0.63 -3.06 0.43
C -3.52 7.85 5.05 -0.43
C -3.12 7.33 3.90 -0.29
C -1.94 7.88 3.18 0.37
O -1.56 7.40 2.13 -0.55
C -1.23 9.03 3.80 -0.38
C -1.64 9.55 4.95 -0.37
C -2.82 9.00 5.67 0.37
O -3.18 9.48 6.72 -0.55
H -4.38 7.47 5.60 0.45
H -3.61 6.49 3.43 0.58
H -0.37 9.41 3.26 0.41
H -1.14 10.39 5.42 0.41

---

54
Properties=species:S:1:pos:R:3:mulliken_charge:R:1 method="wB97M-V/def2-TZVPD" homo_ev=-3.211 gap_ev=5.89 total_charge=-1
C 2.40 -0.01 2.95 -0.32
C 2.41 -0.73 1.74 -0.85
C 2.12 0.15 0.68 0.00
H 2.63 -1.79 1.63 0.46
C 1.90 1.45 1.23 -0.55
C 2.08 1.34 2.66 -0.91
H 1.75 2.37 0.67 0.48
C -1.21 -1.74 3.28 -0.86
C -0.15 -2.52 2.78 -0.65
C -0.28 -2.63 1.37 -0.33
H 0.64 -2.99 3.37 0.45
C -1.43 -1.92 0.97 -0.61
C -2.02 -1.35 2.17 -1.12
H 2.14 -0.09 -0.39 0.28
H 2.04 2.17 3.37 0.40
H 2.63 -0.41 3.94 0.40
H -3.03 -0.92 2.22 0.42
H 0.38 -3.17 0.70 0.45
H -1.42 -1.52 4.33 0.43
Sn -0.75 0.94 1.70 0.71
C -1.94 -1.63 -0.43 3.60
C -3.45 -1.83 -0.43 -1.81
C -1.26 -2.50 -1.48 -2.32
H -3.67 -2.87 -0.16 0.42
H -3.86 -1.61 -1.42 0.43
H -3.96 -1.18 0.29 0.34
H -1.43 -3.56 -1.24 0.46
H -0.17 -2.31 -1.54 0.31
H -1.70 -2.27 -2.46 0.46
C -1.58 -0.14 -0.70 0.09
C -2.21 0.66 -1.82 -0.69
H -0.48 0.00 -0.68 0.09
H -2.13 0.39 0.14 0.16
O -3.44 0.66 -1.91 -0.72
N -1.40 1.48 -2.60 -0.05
C -0.30 2.31 -2.04 -0.75
H -1.98 2.01 -3.24 0.29
C 1.05 1.78 -2.48 0.82
C 2.22 2.48 -2.14 -0.30
H 2.14 3.43 -1.61 0.35
C 3.46 1.95 -2.49 -0.55
H 4.38 2.49 -2.21 0.35
C 3.54 0.75 -3.21 -0.46
H 4.52 0.34 -3.49 0.34
C 2.37 0.08 -3.58 -0.62
H 2.41 -0.85 -4.15 0.37
C 1.13 0.60 -3.22 -0.29
H 0.20 0.12 -3.53 0.42
H -0.35 2.39 -0.94 -0.11
H -0.41 3.34 -2.41 0.55
C -1.11 1.63 3.75 -1.54
H -2.19 1.58 3.93 0.35
H -0.72 2.67 3.73 0.35
H -0.52 0.97 4.41 0.37

---

74
Properties=species:S:1:pos:R:3:mulliken_spin:R:1 method="wB97M-V/def2-TZVPD" homo_ev="-8.422 / -8.880" spin_multiplicity=6 gap_ev="8.10 / 5.02" total_charge=0
Ir 0.12 0.44 0.17 2.71
O -1.31 -0.60 2.68 0.01
P -0.23 0.50 3.06 0.02
O -0.19 0.90 4.46 0.01
O -0.41 1.52 1.90 0.20
O 1.15 -0.25 2.54 0.04
P 2.50 0.53 1.98 0.01
O 3.59 -0.62 2.10 0.00
O 2.80 1.74 2.74 0.01
O 2.21 0.61 0.46 0.19
H -1.37 -1.35 3.28 0.00
H 4.04 -0.58 2.95 0.00
F -2.02 -1.02 -0.34 0.04
As -1.54 -2.73 -0.40 0.02
F -0.94 -4.34 -0.47 0.00
F 0.05 -2.17 0.22 0.04
F -0.92 -2.44 -2.02 0.01
F -2.10 -2.97 1.21 0.00
F -3.07 -3.15 -1.07 0.00
O -0.28 0.38 -1.80 0.17
Si 0.35 -0.20 -3.15 0.24
C 1.93 0.75 -3.66 0.14
C 2.73 1.32 -2.65 0.07
C 3.76 2.18 -3.00 -0.04
C 4.04 2.41 -4.34 0.12
C 3.30 1.80 -5.34 -0.02
C 2.28 0.94 -5.01 0.09
C -0.82 -0.29 -4.58 0.00
C -1.11 0.88 -5.29 -0.01
C -2.02 0.87 -6.34 0.00
C -2.65 -0.32 -6.69 0.00
C -2.38 -1.48 -5.99 0.00
C -1.47 -1.47 -4.95 0.00
C 1.60 -1.60 -3.11 0.15
C 1.86 -2.33 -4.29 0.11
C 2.63 -3.46 -4.25 -0.02
C 3.22 -3.85 -3.05 0.14
C 3.04 -3.10 -1.89 -0.02
C 2.27 -1.96 -1.92 0.10
H 2.53 1.12 -1.61 0.03
H 4.34 2.65 -2.23 0.00
H 4.86 3.07 -4.60 0.01
H 3.54 1.99 -6.38 0.00
H 1.70 0.46 -5.79 0.00
H -0.63 1.81 -5.03 0.00
H -2.23 1.78 -6.88 0.00
H -3.36 -0.33 -7.50 0.00
H -2.88 -2.41 -6.26 0.00
H -1.28 -2.39 -4.40 0.00
H 1.39 -2.02 -5.22 0.00
H 2.78 -4.05 -5.14 0.00
H 3.85 -4.73 -3.02 0.00
H 3.51 -3.41 -0.96 0.00
H 2.16 -1.37 -1.02 0.01
C -1.09 6.00 1.04 0.00
C -1.36 4.64 1.65 0.00
N -2.19 3.79 0.80 0.01
C -1.70 2.97 -0.12 -0.01
S -0.04 3.03 -0.59 0.34
N -2.51 2.06 -0.67 0.05
C -3.84 1.71 -0.20 0.01
C -4.93 2.62 -0.75 0.00
H -0.52 6.62 1.74 0.00
H -2.03 6.52 0.81 0.00
H -0.52 5.90 0.12 0.00
H -1.89 4.73 2.60 0.00
H -0.43 4.10 1.85 -0.01
H -3.15 3.66 1.08 0.00
H -2.07 1.47 -1.36 0.00
H -3.83 1.71 0.90 0.00
H -4.00 0.68 -0.50 0.00
H -4.78 3.66 -0.46 0.00
H -5.90 2.30 -0.38 0.00
H -4.94 2.58 -1.84 0.00

---

What did the second record say?
65
Properties=species:S:1:pos:R:3:mulliken_charge:R:1 method="wB97M-V/def2-TZVPD" homo_ev=-3.131 gap_ev=2.69 total_charge=-1
C -2.06 -3.57 1.75 -1.26
C -1.41 -2.25 1.34 -0.08
C -0.85 -2.29 -0.09 -0.55
C 0.46 -3.05 -0.14 0.03
O 0.94 -3.24 -1.48 -0.73
Nb 2.40 -4.56 -1.54 -0.52
C 0.85 -6.33 -1.52 -0.66
O 0.41 -6.79 -0.21 -0.17
N 0.14 -8.14 -0.22 0.13
O 0.34 -8.64 0.83 -0.37
P 4.22 -6.32 -1.54 0.43
O 4.86 -6.83 -2.97 -0.53
O 5.61 -6.01 -0.67 -0.52
H -2.40 -3.54 2.78 0.38
H -2.92 -3.78 1.11 0.32
H -1.37 -4.40 1.65 0.29
H -0.59 -2.01 2.02 0.30
H -2.15 -1.45 1.43 0.08
H -0.72 -1.26 -0.44 0.22
H -1.59 -2.78 -0.72 0.26
H 1.23 -2.54 0.45 0.27
H 0.28 -4.04 0.29 0.19
H 2.65 -4.73 0.30 0.03
H 3.68 -3.29 -1.38 0.04
H 2.49 -4.68 -3.39 0.08
H 1.38 -7.17 -1.98 0.39
H -0.01 -6.11 -2.16 0.33
H 4.89 -7.79 -2.97 0.32
H 5.35 -6.10 0.26 0.30
C -3.30 2.12 0.63 -0.34
C -4.09 3.09 1.08 -0.43
C -3.77 3.82 2.33 0.51
O -4.50 4.70 2.74 -0.63
C -2.55 3.42 3.07 -0.32
C -1.76 2.45 2.63 -0.40
C -2.07 1.72 1.37 0.29
O -1.35 0.83 0.97 -0.45
H -3.50 1.57 -0.28 0.43
H -4.99 3.40 0.56 0.41
H -2.35 3.97 3.98 0.44
H -0.86 2.14 3.15 0.46
C 3.47 -1.41 -5.89 -0.32
C 3.12 -0.54 -6.83 -0.35
C 2.74 0.85 -6.49 0.40
O 2.42 1.65 -7.35 -0.58
C 2.77 1.24 -5.05 -0.30
C 3.12 0.38 -4.11 -0.35
C 3.51 -1.02 -4.45 0.28
O 3.83 -1.81 -3.59 -0.42
H 3.74 -2.44 -6.10 0.45
H 3.08 -0.80 -7.88 0.38
H 2.49 2.27 -4.84 0.39
H 3.15 0.63 -3.06 0.43
C -3.52 7.85 5.05 -0.43
C -3.12 7.33 3.90 -0.29
C -1.94 7.88 3.18 0.37
O -1.56 7.40 2.13 -0.55
C -1.23 9.03 3.80 -0.38
C -1.64 9.55 4.95 -0.37
C -2.82 9.00 5.67 0.37
O -3.18 9.48 6.72 -0.55
H -4.38 7.47 5.60 0.45
H -3.61 6.49 3.43 0.58
H -0.37 9.41 3.26 0.41
H -1.14 10.39 5.42 0.41